Entry from the OMol25 dataset: a structure of composition C69H149As2F12N7O6 at a distorted geometry (ωB97M-V/def2-TZVPD).

XYZ file:
```
245
Properties=species:S:1:pos:R:3:forces:R:3:mulliken_charge:R:1
C -6.11601 1.77012 -4.89332 -0.172 1.228 -1.098 -1.643
C -5.29150 1.84811 -3.64213 1.818 0.744 -0.360 0.384
C -3.76144 2.11902 -3.90098 -0.838 -0.144 -0.566 -1.420
N -3.09397 2.67940 -2.70827 -0.614 -0.161 0.961 0.927
C -3.61431 4.05442 -2.47383 0.731 1.183 1.767 -0.710
C -3.25578 5.04569 -3.58059 -0.491 -1.858 0.195 -1.584
C -1.79162 5.00128 -3.89863 1.165 0.323 -1.289 -0.338
C -1.14402 3.61263 -4.05639 -1.244 0.326 1.603 -0.970
C -1.60415 2.77987 -2.85281 0.865 -0.241 0.101 0.144
C -3.44789 1.74513 -1.55597 0.627 -0.051 -0.491 0.098
H -6.03012 2.67387 -5.52943 0.162 -0.201 0.428 0.378
H -7.18847 1.67967 -4.74577 -0.056 -0.237 0.431 0.379
H -5.79863 0.97132 -5.54084 0.195 -0.558 -0.134 0.377
H -5.32045 0.93555 -3.11635 -0.268 -1.236 0.613 0.009
H -5.59502 2.60596 -2.93980 -0.721 0.260 -0.040 0.051
H -3.57924 2.81648 -4.69508 -0.252 0.302 -0.511 1.133
H -3.21196 1.22992 -4.12647 0.008 -0.905 -0.271 0.576
H -4.67274 4.04679 -2.26874 -0.341 -0.307 -0.279 0.984
H -3.20066 4.39004 -1.48476 0.100 -0.303 -0.897 -0.017
H -3.91234 4.82739 -4.41853 0.040 0.196 -0.318 0.320
H -3.51637 5.99550 -3.19246 -0.308 1.111 0.183 0.672
H -1.57827 5.53862 -4.82466 -0.174 0.197 0.043 0.489
H -1.28800 5.56462 -3.14155 0.556 0.144 0.582 -0.011
H -1.36381 3.21701 -5.03371 -0.175 -0.602 -0.183 0.315
H -0.07928 3.61486 -3.91799 0.637 0.567 -0.287 0.574
H -1.16579 1.77883 -2.85921 -0.448 -0.216 -0.260 0.015
H -1.18485 3.23955 -1.91383 -0.707 -0.096 -0.811 -0.071
H -2.62717 1.78903 -0.86529 0.540 -0.141 0.282 -0.005
H -3.60623 0.71364 -1.96205 0.129 0.900 0.496 -0.441
H -4.25954 2.14549 -0.97769 -0.733 -0.156 -0.102 0.381
C -4.25517 -6.12627 -0.09376 -0.821 -0.485 0.255 -0.951
C -4.67403 -5.71606 -1.50621 -1.787 0.266 1.312 -0.762
C -5.10727 -4.24292 -1.65185 1.491 -0.989 0.548 0.458
N -5.97694 -3.96119 -2.83346 -1.131 0.790 0.558 0.986
C -5.95506 -2.45244 -2.90443 -0.003 1.623 -0.545 0.439
C -6.71724 -1.91409 -4.14768 0.824 0.066 0.948 -0.213
C -6.21194 -2.63005 -5.41219 0.902 2.941 0.137 -0.413
C -6.33213 -4.09563 -5.34014 -0.004 -1.168 0.253 -0.838
C -5.54196 -4.57019 -4.13189 1.133 -0.375 0.156 -0.427
C -7.37787 -4.39468 -2.53988 -0.931 0.468 -0.797 -1.108
H -3.67266 -7.03764 -0.11234 -0.032 -0.447 -0.251 0.483
H -5.11255 -6.32744 0.60109 0.664 0.516 -0.603 0.383
H -3.57872 -5.42214 0.31079 0.547 1.084 0.761 -0.138
H -5.54526 -6.34218 -1.67778 -0.003 -0.296 -0.699 0.284
H -3.87233 -5.94971 -2.15376 0.623 -0.166 -1.022 0.427
H -4.19661 -3.62896 -1.65323 -0.351 -0.024 -0.750 -0.365
H -5.66666 -3.85016 -0.82448 -0.442 -0.240 0.647 0.380
H -4.90693 -2.17474 -2.95139 0.281 -0.073 -0.586 -0.735
H -6.21670 -1.94894 -1.94181 -0.519 -0.943 -0.455 0.184
H -6.51808 -0.81696 -4.23730 -0.071 -0.961 0.199 -0.468
H -7.79172 -2.02179 -3.99945 -0.122 0.005 -0.195 0.586
H -5.14804 -2.24971 -5.54623 -0.953 -0.827 0.143 0.019
H -6.75671 -2.15234 -6.20846 -0.285 -0.299 -0.740 0.542
H -5.82995 -4.59575 -6.17435 -0.280 0.114 -0.113 0.454
H -7.38478 -4.41312 -5.33172 0.262 -0.042 0.019 0.320
H -4.52072 -4.14045 -4.27823 -0.403 -0.921 0.266 0.126
H -5.57103 -5.69075 -3.99992 0.281 1.268 -0.151 0.513
H -7.53292 -5.45267 -2.80485 0.211 0.336 0.717 0.375
H -8.09298 -3.83073 -3.16863 0.669 -0.342 0.002 0.465
H -7.64996 -4.05216 -1.54437 0.208 -0.669 0.251 0.298
C 1.43349 -4.86321 3.81602 1.413 -0.381 2.204 -1.526
C 0.10126 -4.13605 3.95021 -0.446 0.914 -0.981 0.913
C -1.12979 -5.01956 3.93604 -1.923 -1.605 -0.758 -1.012
N -2.58054 -4.38601 3.89737 -0.564 0.486 0.872 0.490
C -2.86007 -3.35738 5.06121 -0.044 -1.017 -0.718 -0.189
C -4.22319 -2.70673 4.90582 0.141 1.161 -0.198 -1.359
C -4.35930 -1.87708 3.58808 1.101 -1.633 0.480 0.953
C -4.14015 -2.91731 2.48038 1.299 1.271 -0.977 -0.719
C -2.75621 -3.58550 2.66495 -0.195 0.825 -1.010 -0.437
C -3.65431 -5.49305 3.98034 0.861 0.481 -1.554 -0.947
H 2.28999 -4.29613 4.30312 -1.289 -0.283 -0.179 0.340
H 1.82818 -4.92620 2.81546 -0.468 -0.673 -0.587 0.372
H 1.43264 -5.83306 4.38743 0.079 0.634 -0.967 0.349
H 0.01584 -3.56031 3.01535 -0.085 0.358 0.582 -0.388
H 0.10406 -3.42665 4.77457 -0.106 -0.062 -0.003 0.312
H -1.29632 -5.76440 4.70770 0.779 0.211 0.741 0.498
H -1.11539 -5.68303 3.02943 -0.031 0.777 0.421 0.364
H -2.08700 -2.61142 5.00198 0.451 0.134 -0.006 0.035
H -2.80044 -3.96026 5.94852 0.070 -0.141 0.587 0.559
H -4.40336 -2.06953 5.77695 0.305 -0.082 -0.010 0.526
H -4.98317 -3.45470 4.97429 -0.733 -0.402 -0.070 0.416
H -3.57111 -1.12151 3.56398 -0.165 0.081 -0.062 -0.709
H -5.33092 -1.44441 3.49617 -0.611 0.363 -0.008 0.673
H -4.17129 -2.45943 1.44803 0.134 -0.290 1.023 -0.395
H -4.95114 -3.58737 2.51220 -0.975 -1.190 -0.088 0.822
H -2.05983 -2.75587 2.74852 0.226 0.096 0.155 -0.575
H -2.42074 -4.16380 1.80364 -0.315 -0.364 0.016 0.759
H -3.42737 -6.21815 4.73259 0.285 -0.157 0.617 0.382
H -3.66921 -5.98767 3.00517 0.250 -0.080 0.086 0.351
H -4.66117 -5.10321 4.09139 0.353 0.273 0.301 0.312
C 5.45448 3.24830 0.99379 0.038 -0.262 -0.167 -1.546
C 5.38270 3.90785 -0.40755 -0.060 -2.330 0.186 0.477
C 6.70431 3.74837 -1.13084 1.243 -0.677 0.110 -0.691
N 6.85970 4.53588 -2.43681 0.551 -2.199 0.235 0.367
C 8.25280 4.14910 -2.95537 -0.587 0.763 -1.074 -0.705
C 8.64667 4.88941 -4.23277 -0.474 1.268 0.186 -0.583
C 8.66794 6.39081 -3.89979 -0.470 0.166 -0.539 -0.829
C 7.30053 6.80703 -3.26639 0.755 -0.610 -0.651 -0.808
C 6.84419 5.94764 -2.09267 0.358 1.613 0.222 -0.433
C 5.81928 4.15109 -3.44389 -0.499 -0.410 0.862 -0.812
H 5.65643 2.17423 1.11287 -0.079 0.253 -0.878 0.037
H 4.48941 3.40620 1.44091 -0.359 0.208 0.458 0.435
H 6.20861 3.71600 1.59991 0.295 0.556 0.395 0.527
H 5.13020 4.92308 -0.22049 -0.228 0.943 -0.160 0.386
H 4.55029 3.41678 -0.93801 0.343 0.393 -0.074 -0.072
H 7.01243 2.67468 -1.37118 -0.811 1.416 0.424 0.169
H 7.49999 4.18938 -0.46505 -0.595 -0.576 -0.660 0.310
H 8.89289 4.38425 -2.13070 0.677 0.045 0.336 0.483
H 8.28557 3.11424 -3.20190 -0.394 -1.033 0.438 0.451
H 9.60753 4.54147 -4.62635 -0.178 -0.097 0.274 0.398
H 7.89347 4.75475 -5.03156 0.401 -0.302 0.347 0.270
H 9.48233 6.63381 -3.22562 0.131 -0.178 0.438 0.312
H 8.90375 7.00605 -4.79442 -0.493 -0.378 0.401 0.388
H 7.45007 7.77639 -2.87689 -0.167 1.300 0.360 0.545
H 6.51577 6.86822 -4.03115 0.162 -0.035 0.196 0.282
H 7.45856 6.09848 -1.17079 -0.028 -0.211 -0.918 0.461
H 5.85073 6.24824 -1.77382 -0.326 -0.146 -0.286 0.185
H 5.94278 4.73074 -4.31709 -0.096 0.955 -0.685 0.605
H 4.82012 4.26085 -3.01016 0.237 0.267 -0.132 0.119
H 5.95103 3.12990 -3.76530 0.238 -0.451 0.368 0.177
C -5.15736 0.61395 5.72760 -0.390 -0.847 -0.149 -1.218
C -4.82430 2.05308 5.52337 -0.583 -0.113 -0.260 -0.123
C -4.04070 2.08061 4.25112 1.974 -0.402 1.484 0.896
N -3.60782 3.42559 3.76923 0.474 0.131 -1.308 0.811
C -4.84396 4.05238 3.15723 -0.785 -0.763 0.810 -0.319
C -4.69110 5.31146 2.36030 0.577 1.969 1.925 -1.075
C -3.76089 5.09566 1.20447 0.107 0.804 -1.880 -0.082
C -2.45522 4.55036 1.72217 -0.753 -2.237 1.080 -1.197
C -2.67736 3.21405 2.59531 1.142 1.503 -0.117 0.337
C -2.89411 4.17372 4.81589 -0.125 0.124 0.026 -1.039
H -4.26738 0.01609 5.80752 0.506 -0.276 -0.062 0.128
H -5.76735 0.21173 4.91692 0.059 0.059 -0.057 0.198
H -5.70708 0.46691 6.62631 -0.530 -0.093 0.846 0.581
H -4.26301 2.36974 6.37329 0.363 0.631 0.597 0.385
H -5.77640 2.56154 5.46110 -0.119 0.610 0.078 0.290
H -4.64421 1.65656 3.49451 -0.190 -0.595 -1.172 -0.650
H -3.10848 1.46193 4.46781 -0.935 0.831 -0.903 -0.539
H -5.21543 3.31320 2.44080 0.122 -0.384 0.274 0.062
H -5.54052 4.06983 4.00859 -0.047 0.606 -0.533 0.428
H -5.69293 5.59432 2.05076 -0.095 0.142 -0.051 0.531
H -4.31074 6.13516 3.06193 -0.461 -0.806 -1.067 0.280
H -4.31750 4.46851 0.43193 1.018 0.250 1.007 -0.244
H -3.43842 6.02072 0.63858 -0.968 -0.553 0.707 0.627
H -1.80645 4.29938 0.91983 0.567 -0.653 -0.910 0.536
H -1.87149 5.32014 2.21387 -0.209 0.156 0.635 0.543
H -3.22053 2.44761 2.06609 0.380 -0.338 -0.818 -0.625
H -1.71929 2.86293 3.01866 -0.597 -0.101 -0.388 0.558
H -2.37283 4.99983 4.39418 0.147 0.751 -0.487 0.393
H -2.13784 3.58271 5.30724 0.063 -0.718 -0.112 0.222
H -3.57355 4.52010 5.55312 -0.725 0.369 0.636 0.429
C 1.67773 2.50131 0.51475 -0.873 1.309 0.522 -0.761
C 1.06548 1.21123 1.02555 0.688 -1.520 -0.224 1.481
C 0.53757 0.48009 -0.22498 0.355 0.310 -1.080 0.496
N -0.07789 -0.87875 -0.02714 -1.182 0.645 -0.356 1.359
C -0.16086 -1.60886 -1.35671 0.774 -0.786 1.034 0.189
C 1.21793 -2.08232 -1.88774 -0.573 0.404 -0.160 -1.274
C 2.01711 -2.85979 -0.83897 0.115 -0.334 -0.494 -0.810
C 2.13337 -2.05426 0.42753 -0.079 1.276 1.695 -0.305
C 0.68940 -1.72596 0.92418 0.646 -0.497 0.461 -0.272
C -1.48812 -0.62355 0.51125 0.003 -1.186 -0.780 0.334
H 1.84420 3.23607 1.33060 -0.008 -0.524 -0.398 0.616
H 0.99122 3.01542 -0.19756 0.428 -0.292 0.371 -0.143
H 2.60455 2.33515 0.01191 0.632 -0.135 -0.412 -0.424
H 0.29204 1.40648 1.78536 0.276 -0.301 -0.193 -0.774
H 1.88451 0.50254 1.43747 -1.298 1.417 -0.182 0.057
H 1.40133 0.25774 -0.89297 -0.496 0.651 0.363 0.180
H -0.22898 1.09159 -0.81516 1.034 -0.823 0.886 -0.476
H -0.64434 -0.95052 -2.06250 -0.441 -0.022 -0.129 0.097
H -0.76941 -2.48570 -1.05490 0.056 0.446 -0.881 -0.020
H 1.76836 -1.28023 -2.42611 -0.080 -0.316 0.782 0.290
H 0.95314 -2.76391 -2.67874 -0.097 -0.337 -0.420 0.576
H 2.98945 -3.15355 -1.25555 -0.158 0.243 0.162 0.459
H 1.47434 -3.80651 -0.63029 0.189 0.399 -0.011 0.393
H 2.73628 -1.11294 0.31366 -0.581 -0.921 -0.185 -0.566
H 2.62321 -2.58275 1.28888 -0.352 0.149 -0.828 0.377
H 0.56929 -1.30778 1.93070 0.439 0.258 -0.256 0.183
H 0.20311 -2.69867 1.01573 -0.489 0.048 -0.375 0.121
H -1.31018 -0.15506 1.46993 -0.700 0.388 0.163 -0.100
H -1.99076 -1.58780 0.61342 0.339 -0.175 0.469 0.024
H -2.18355 -0.15569 -0.22652 1.142 0.311 0.620 -0.961
C 10.50330 -2.47384 4.39790 0.568 -0.141 0.411 -1.451
C 9.86176 -2.46406 3.03117 -0.774 -1.363 -0.305 -0.040
C 8.69120 -3.44883 2.96112 0.083 -0.178 -0.216 -0.890
N 7.75937 -3.43881 1.70174 1.200 -0.752 1.905 0.671
C 8.39236 -4.14572 0.62273 1.494 -0.082 -1.943 -0.819
C 7.51059 -4.22623 -0.61500 1.196 -1.673 0.314 -0.275
C 6.31266 -5.03861 -0.30735 -2.472 0.143 -0.067 -1.014
C 5.59653 -4.44962 0.90290 0.834 0.480 0.505 0.738
C 6.56766 -4.23113 2.11262 -1.486 0.440 -0.509 -0.982
C 7.38109 -2.09701 1.33066 -0.777 1.751 0.513 -0.447
H 10.77152 -3.47533 4.70979 -0.251 -0.449 0.146 0.397
H 9.97921 -1.97924 5.22965 0.130 -0.026 -0.527 0.358
H 11.47840 -2.04517 4.19610 0.124 0.614 0.640 0.405
H 10.68145 -2.82035 2.38592 -0.618 0.839 -0.508 0.279
H 9.39921 -1.50231 2.87214 0.715 0.588 -0.645 0.281
H 7.99850 -3.11805 3.72071 -0.174 -0.439 0.584 0.330
H 9.05628 -4.50145 3.09550 -0.682 0.909 -0.052 0.397
H 8.81501 -5.06858 0.99795 -0.678 -0.700 0.049 0.533
H 9.29488 -3.64457 0.34371 0.580 0.924 -0.065 0.498
H 8.06765 -4.72610 -1.40095 0.336 0.137 -0.143 0.445
H 7.24539 -3.25668 -0.97318 -0.142 0.682 -0.266 -0.095
H 6.39790 -6.09617 -0.08620 0.937 -0.295 -0.267 0.380
H 5.60594 -4.97778 -1.15510 0.244 -0.108 0.263 0.411
H 4.77463 -5.09935 1.16208 -0.249 -0.063 0.492 0.524
H 5.20078 -3.46954 0.64227 -0.289 -0.050 0.015 -0.740
H 6.94272 -5.13202 2.58639 -0.115 -0.215 -0.088 0.394
H 6.09001 -3.58207 2.85120 -0.178 -0.452 0.154 0.538
H 6.60168 -2.09031 0.59162 0.259 -0.035 -0.680 -0.366
H 8.22111 -1.45059 1.08012 -0.023 -0.412 -0.320 0.286
H 6.86276 -1.63651 2.16730 0.203 0.046 0.486 0.282
As 1.85429 6.63191 -2.36139 1.560 -0.824 -0.754 2.004
F 3.32558 7.43597 -2.96021 -0.894 -0.638 0.109 -0.517
F 0.99304 8.12427 -2.45376 -0.157 -0.611 -0.429 -0.477
F 0.47313 5.76563 -1.71339 -0.039 0.137 -0.304 -0.489
F 2.82018 5.11367 -2.16845 -0.436 0.599 -0.256 -0.417
F 2.32886 7.01456 -0.74960 0.050 0.094 0.323 -0.484
F 1.45007 6.04891 -4.01396 0.088 0.818 1.458 -0.514
As 5.38787 -0.25991 -1.74309 -0.114 -0.979 -1.366 2.004
F 6.90838 -1.18997 -1.96790 -1.343 0.517 0.119 -0.533
F 4.59607 -1.23401 -3.06708 0.861 1.127 1.924 -0.504
F 3.88826 0.64679 -1.46326 0.948 -0.656 -0.038 -0.499
F 6.24504 0.61003 -0.48463 -0.509 -0.219 -0.279 -0.454
F 5.88886 0.93775 -2.92729 -0.173 -0.623 0.660 -0.402
F 4.85102 -1.44599 -0.49861 0.434 0.584 -0.898 -0.647
C 0.73915 -0.22111 4.97323 -2.002 -1.276 0.901 -1.651
C -0.61584 -0.13425 4.21960 0.820 0.050 -0.287 0.344
O -0.97453 1.01693 3.86535 -0.147 -0.845 0.173 -0.455
O -1.19202 -1.23876 3.95611 0.339 0.924 0.051 -0.131
H 1.45981 -0.78736 4.45542 0.934 -0.555 -1.172 0.245
H 0.62431 -0.80839 5.89770 -0.261 0.243 -0.070 0.326
H 1.10033 0.72260 5.22821 0.640 1.568 0.257 0.519
C -6.92092 0.51399 1.59352 -0.063 -2.206 -0.579 -1.520
C -5.53534 0.27384 0.90614 -1.522 3.587 1.980 -0.050
O -5.36974 -0.65034 0.14802 0.741 -1.990 -1.340 -0.234
O -4.77642 1.26269 1.18506 0.869 -0.569 -0.393 -0.163
H -7.51990 -0.40770 1.52692 0.060 0.146 0.118 0.263
H -7.48735 1.24981 1.05502 -0.047 0.651 -0.197 0.428
H -6.83133 0.76975 2.63539 0.150 0.358 0.363 0.242
C -1.32097 -2.15951 -4.70172 0.671 0.770 2.291 -1.530
C -2.51554 -1.99624 -3.76286 -1.693 2.710 -0.885 0.680
O -3.25828 -0.92006 -3.89514 1.661 -1.833 0.163 -0.678
O -2.74739 -2.88525 -2.93869 0.154 -0.891 0.656 -0.649
H -0.80169 -1.18960 -4.76903 0.061 -0.387 0.112 0.258
H -1.63233 -2.36869 -5.67313 -0.581 -0.661 -1.650 0.514
H -0.68502 -2.95103 -4.26580 -0.123 0.382 -0.611 0.296
```
Forces are in eV/Å.

Computed properties:
Gap between HOMO and LUMO, eV: 8.16
2S+1: 1
DFT total energy, Eh: -9222.83212
Net charge: +2
E_HOMO, eV: -11.399
E_LUMO, eV: -3.238